No. 1
Entry from the Open Molecules 2025 dataset: a structure of composition C39H52BeN4OP2 in a non-equilibrium geometry (ωB97M-V/def2-TZVPD).

The geometry in XYZ format:
```
99
Properties=species:S:1:pos:R:3:mulliken_charge:R:1
Be 1.159 -0.404 -1.908 0.36
C 1.026 -1.848 2.976 -0.58
C 1.851 -0.864 3.383 -0.85
C 3.164 -0.534 2.704 -1.20
C 3.116 -0.706 1.184 0.66
C 4.169 -1.769 0.744 2.64
C 3.979 -3.060 1.390 -1.80
C 2.861 -3.452 2.233 -1.12
C 1.408 -2.901 1.963 -0.33
C 1.739 0.626 -3.103 -0.95
H 0.056 -1.971 3.460 0.38
H 1.697 -0.248 4.277 0.51
H 3.975 -1.175 3.109 0.56
H 3.491 0.508 2.915 0.58
H 2.175 -1.130 0.820 -1.88
H 3.146 0.264 0.638 0.96
H 3.926 -1.919 -0.344 -0.63
H 4.502 -3.928 0.955 0.64
H 3.168 -3.238 3.265 0.22
H 2.858 -4.551 2.146 0.46
H 1.382 -2.529 0.914 -0.05
H 0.705 -3.764 1.998 0.57
H 1.114 1.537 -3.122 0.66
H 1.696 0.204 -4.120 0.36
H 2.770 0.882 -2.831 -0.11
P 4.530 -1.535 -3.183 0.38
P 5.888 -1.077 0.699 0.14
N 4.673 -3.134 -4.038 0.32
N 5.750 -0.774 -4.363 0.31
N 6.878 -2.435 1.184 0.92
N 6.866 0.081 1.623 0.62
C 5.838 -1.934 -1.928 -1.42
C 6.201 -0.705 -1.043 -1.69
C 3.739 -3.533 -5.006 -0.51
C 4.169 -4.733 -5.583 -0.64
C 5.424 -5.060 -4.990 -0.77
C 5.704 -4.079 -4.043 -0.27
C 5.588 0.496 -4.922 -0.43
C 6.751 0.849 -5.602 -0.59
C 7.641 -0.264 -5.521 -0.70
C 7.026 -1.222 -4.720 -0.21
C 6.698 -3.413 2.189 -0.65
C 7.808 -4.253 2.174 -0.67
C 8.742 -3.717 1.217 -0.85
C 8.160 -2.601 0.645 -0.51
C 7.756 -0.166 2.695 -0.44
C 8.640 0.892 2.805 -0.63
C 8.325 1.811 1.751 -0.65
C 7.243 1.305 1.057 -0.51
H 6.768 -2.298 -2.400 0.39
H 5.424 -2.757 -1.311 1.25
H 7.260 -0.413 -1.185 0.59
H 5.618 0.201 -1.308 0.73
H 2.851 -2.947 -5.165 0.38
H 3.644 -5.307 -6.321 0.43
H 6.056 -5.899 -5.224 0.45
H 6.537 -4.009 -3.358 0.46
H 4.646 1.014 -4.797 0.33
H 6.947 1.794 -6.092 0.42
H 8.600 -0.381 -6.006 0.43
H 7.408 -2.176 -4.384 0.34
H 5.752 -3.484 2.721 0.46
H 7.900 -5.165 2.739 0.47
H 9.687 -4.137 0.903 0.45
H 8.502 -1.911 -0.123 0.49
H 7.705 -1.071 3.276 0.43
H 9.436 0.985 3.534 0.43
H 8.847 2.728 1.525 0.44
H 6.709 1.675 0.192 0.42
C -0.315 -1.442 -2.859 -1.48
C -1.565 -1.703 -2.034 0.24
C -1.600 -3.187 -1.666 -1.32
C -1.788 -0.812 -0.811 0.38
C -3.071 -0.876 -0.252 -0.90
C -3.418 -0.174 0.898 -1.25
C -2.427 0.570 1.541 -0.58
C -1.145 0.692 0.998 0.28
C -0.151 1.631 1.680 2.39
C -0.041 2.952 0.905 -1.50
C -0.511 1.912 3.149 -2.05
C -0.785 -0.035 -0.183 1.04
O 0.490 -0.081 -0.596 -0.48
H 0.616 -1.742 -2.267 0.10
H -0.378 -0.409 -3.231 0.37
H -0.309 -2.066 -3.767 0.56
H -2.419 -1.500 -2.702 0.52
H -0.828 -3.439 -0.919 0.19
H -2.584 -3.479 -1.279 0.40
H -1.402 -3.773 -2.573 0.47
H -3.790 -1.525 -0.759 0.39
H -4.425 -0.252 1.315 0.36
H -2.659 1.062 2.490 0.29
H 0.833 1.136 1.675 -1.09
H -0.999 3.492 0.949 0.35
H 0.735 3.596 1.336 0.39
H 0.214 2.774 -0.147 0.31
H -0.677 0.978 3.701 0.44
H 0.310 2.442 3.649 0.37
H -1.410 2.541 3.234 0.49
```

Output
2S+1 ... 1
Maximum force ... 4.7 eV/Å
Molecular weight ... 663.83 g mol⁻¹
Gap between HOMO and LUMO (alpha / beta) ... 5.2 / 5.3 eV
E_tot ... -68268.4287 eV
E_HOMO (alpha / beta) ... -5.5 / -5.5 eV
Energy above the lowest of the compared OMol25 structures with the same formula, charge and spin ... 403.3 kJ/mol

=====

No. 2
Entry from the Open Molecules 2025 dataset: a structure of composition C39H52Br3INO5PPr in a non-equilibrium geometry (ωB97M-V/def2-TZVPD).

The geometry in XYZ format:
```
103
Properties=species:S:1:pos:R:3:mulliken_spin:R:1
Pr -0.704 -1.284 0.545 1.99
O 5.871 -3.122 0.511 0.00
C 4.586 -2.783 0.640 0.00
C 4.148 -1.439 0.856 0.00
C 2.789 -1.166 0.927 0.00
N 1.881 -2.120 0.699 0.01
C 2.265 -3.382 0.503 0.00
Br 0.828 -4.652 0.525 0.00
C 3.607 -3.751 0.436 0.00
H 6.470 -2.375 0.759 0.00
H 4.871 -0.656 0.964 0.00
H 2.447 -0.141 1.045 0.00
H 3.859 -4.757 0.299 0.00
C -3.779 0.272 2.711 0.00
C -2.481 1.007 2.369 0.00
C -1.806 1.607 3.567 0.00
O -1.621 0.154 1.649 0.01
H -3.717 -0.509 3.458 0.00
H -4.168 -0.184 1.822 0.00
H -4.486 0.990 3.135 0.00
H -2.795 1.885 1.771 0.00
H -1.399 0.848 4.229 0.00
H -2.397 2.271 4.146 0.00
H -0.997 2.262 3.322 0.00
Br -0.044 -2.787 3.393 0.00
C -0.569 -1.923 4.969 0.00
C -1.751 -2.421 5.587 0.00
C -2.327 -1.652 6.566 0.00
C -1.692 -0.474 7.024 0.00
C -0.501 -0.064 6.440 0.00
C 0.060 -0.801 5.413 0.00
I 1.727 0.123 4.547 0.00
H -2.092 -3.424 5.324 0.00
H -3.327 -1.998 6.941 0.00
H -2.148 0.131 7.779 0.00
H 0.007 0.903 6.663 0.00
O 0.583 0.146 -0.735 0.01
P 0.755 1.469 -1.475 -0.01
C 0.452 2.746 -0.267 0.00
C 0.326 4.202 -0.616 0.00
C 1.723 4.802 -0.752 0.00
C 2.523 4.746 0.525 0.00
C 2.596 3.313 1.098 0.00
C 1.224 2.654 1.052 0.00
C 2.346 1.367 -2.307 0.00
C 2.452 2.386 -3.493 0.00
C 2.264 1.705 -4.868 0.00
C 3.172 0.490 -5.099 0.00
C 3.582 -0.188 -3.801 0.00
C 2.497 -0.127 -2.757 0.00
C -0.532 1.572 -2.797 0.00
C -1.866 0.998 -2.215 0.00
C -3.079 1.089 -3.151 0.00
C -3.351 2.556 -3.620 0.00
C -2.201 3.470 -3.161 0.00
C -0.790 2.953 -3.508 0.00
H -0.535 2.450 0.084 0.00
H -0.228 4.607 0.247 0.00
H -0.326 4.304 -1.468 0.00
H 1.693 5.882 -1.060 0.00
H 2.354 4.301 -1.527 0.00
H 1.999 5.387 1.255 0.00
H 3.539 5.183 0.481 0.00
H 2.967 3.338 2.142 0.00
H 3.359 2.766 0.537 0.00
H 0.580 3.279 1.708 0.00
H 1.264 1.660 1.492 0.00
H 3.114 1.590 -1.564 0.00
H 3.459 2.867 -3.405 0.00
H 1.766 3.204 -3.352 0.00
H 2.325 2.454 -5.695 0.00
H 1.261 1.269 -4.879 0.00
H 4.049 0.774 -5.662 0.00
H 2.649 -0.263 -5.665 0.00
H 4.531 0.260 -3.483 0.00
H 3.870 -1.177 -3.991 0.00
H 2.688 -0.671 -1.853 0.00
H 1.510 -0.467 -3.133 0.00
H -0.221 0.798 -3.544 0.00
H -2.151 1.600 -1.304 0.00
H -1.715 -0.042 -1.934 0.00
H -3.917 0.608 -2.614 0.00
H -2.841 0.483 -4.014 0.00
H -4.312 2.948 -3.279 0.00
H -3.406 2.640 -4.765 0.00
H -2.275 3.639 -2.073 0.00
H -2.298 4.462 -3.615 0.00
H -0.098 3.716 -3.255 0.00
H -0.683 2.807 -4.588 0.00
Br -2.291 -8.392 -2.222 0.00
C -2.786 -7.221 -0.735 0.00
C -3.121 -7.829 0.472 0.00
C -3.506 -6.974 1.504 0.00
C -3.182 -5.637 1.463 0.00
C -2.725 -5.072 0.257 0.00
C -2.656 -5.839 -0.884 0.00
C -2.165 -3.630 0.333 0.00
O -1.798 -3.044 -0.752 0.00
O -2.011 -3.106 1.446 0.00
H -3.279 -8.889 0.485 0.00
H -3.966 -7.416 2.341 0.00
H -3.370 -5.098 2.365 0.00
H -2.404 -5.446 -1.883 0.00
```

Output
<S²> ... 2.002
2S+1 ... 3
Maximum force ... 2.6 eV/Å
Molecular weight ... 1153.35 g mol⁻¹
Gap between HOMO and LUMO (alpha / beta) ... 8.8 / 8.8 eV
E_tot ... -294599.8992 eV
Total charge ... +1
E_HOMO (alpha / beta) ... -10.8 / -10.8 eV

=====

No. 3
Entry from the Open Molecules 2025 dataset: a structure of composition C39H52BrN3O5PtSi4 in a non-equilibrium geometry (ωB97M-V/def2-TZVPD).

The geometry in XYZ format:
```
105
Properties=species:S:1:pos:R:3:mulliken_charge:R:1
Pt -1.380 1.251 1.334 3.93
C -1.366 2.144 4.999 -1.09
O -0.529 1.530 4.033 0.51
C 0.801 1.447 4.328 -1.18
C 1.315 1.713 5.583 -0.34
C 2.688 1.607 5.772 -0.58
Br 3.390 1.925 7.501 -0.22
C 3.531 1.283 4.744 -0.94
C 3.017 1.025 3.464 0.00
C 1.638 1.071 3.264 1.11
O 1.025 0.692 2.101 0.24
C 4.039 0.700 2.438 0.28
N 5.274 0.424 2.772 -0.78
C 5.936 0.228 1.574 0.27
C 7.281 -0.055 1.326 -0.75
C 7.684 -0.164 0.012 -0.52
C 6.777 0.001 -1.052 -0.50
C 5.445 0.284 -0.825 -0.92
C 5.052 0.399 0.507 0.76
N 3.835 0.678 1.086 0.53
H -1.430 1.543 5.909 0.37
H -2.350 2.210 4.546 0.14
H -1.005 3.145 5.245 0.43
H 0.679 2.004 6.404 0.55
H 4.600 1.210 4.884 0.64
H 1.215 1.316 1.324 -0.03
H 7.977 -0.171 2.146 0.45
H 8.721 -0.374 -0.213 0.37
H 7.134 -0.096 -2.069 0.41
H 4.744 0.418 -1.639 0.51
H 3.042 1.054 0.583 -0.12
C -1.601 -3.930 -0.647 -1.40
Si -1.159 -2.108 -0.736 0.73
C -2.303 -1.308 -1.967 -0.24
C 0.621 -1.939 -1.264 -0.67
Si -1.393 -1.033 1.352 -1.15
Si -0.542 -2.400 3.074 0.93
C 1.271 -2.655 2.724 -0.71
C -1.455 -4.034 2.965 -1.24
C -0.776 -1.804 4.826 -1.01
Si -3.755 -0.385 1.508 0.45
C -4.396 -2.135 1.430 -1.04
C -4.443 0.627 0.093 -1.11
C -4.275 0.334 3.146 -0.98
H -1.703 -4.334 -1.658 0.42
H -2.544 -4.104 -0.127 0.38
H -0.828 -4.506 -0.136 0.34
H -1.944 -1.492 -2.982 0.18
H -2.358 -0.230 -1.814 -0.43
H -3.316 -1.710 -1.886 0.54
H 0.769 -2.346 -2.267 0.47
H 1.292 -2.460 -0.578 0.30
H 0.911 -0.887 -1.280 -0.19
H 1.423 -3.205 1.793 0.30
H 1.748 -3.217 3.531 0.45
H 1.785 -1.697 2.629 -0.15
H -1.412 -4.475 1.971 0.26
H -2.508 -3.921 3.232 0.35
H -1.011 -4.745 3.667 0.44
H -0.081 -1.004 5.075 0.19
H -0.588 -2.637 5.509 0.51
H -1.791 -1.442 5.006 0.24
H -4.117 -2.643 0.507 0.13
H -5.488 -2.098 1.484 0.49
H -4.036 -2.735 2.267 0.17
H -4.652 0.005 -0.778 0.32
H -3.750 1.405 -0.219 0.26
H -5.378 1.107 0.397 0.48
H -3.819 -0.211 3.976 0.21
H -5.362 0.261 3.256 0.46
H -4.003 1.382 3.237 0.21
O -3.169 3.638 2.031 -0.47
C -2.350 2.901 1.739 0.06
C -3.832 -0.672 -6.466 -1.51
C -2.417 -0.493 -5.984 1.41
C -1.391 -1.245 -6.538 -1.03
C -0.080 -1.075 -6.113 -1.06
C 0.203 -0.182 -5.097 -0.11
C -0.821 0.562 -4.515 -0.51
N -0.556 1.417 -3.416 0.31
C 0.601 2.157 -3.280 0.42
C 1.205 2.702 -4.424 -0.36
C 2.301 3.530 -4.326 -0.65
C 2.838 3.854 -3.083 -0.97
C 2.264 3.312 -1.953 -0.74
C 1.158 2.455 -2.021 0.39
C 0.655 1.903 -0.727 0.35
O 1.348 2.134 0.297 -1.01
O -0.404 1.202 -0.689 -2.07
C -2.134 0.441 -4.978 0.94
C -3.236 1.310 -4.434 -2.01
H -3.892 -1.473 -7.201 0.41
H -4.212 0.241 -6.930 0.32
H -4.505 -0.914 -5.640 0.29
H -1.618 -1.968 -7.313 0.38
H 0.717 -1.651 -6.564 0.40
H 1.216 -0.063 -4.735 0.63
H -0.977 1.157 -2.533 -0.31
H 0.778 2.475 -5.392 0.48
H 2.733 3.945 -5.228 0.40
H 3.684 4.521 -3.002 0.44
H 2.662 3.541 -0.975 0.52
H -2.844 2.056 -3.747 0.38
H -3.994 0.722 -3.909 0.32
H -3.744 1.830 -5.249 0.52
```

Output
2S+1 ... 1
Maximum force ... 1.9 eV/Å
Molecular weight ... 1030.19 g mol⁻¹
Gap between HOMO and LUMO ... 6.2 eV
E_tot ... -160798.4534 eV
E_HOMO ... -7.8 eV
Energy above the lowest of the compared OMol25 structures with the same formula, charge and spin ... 270.4 kJ/mol

=====

No. 4
Entry from the Open Molecules 2025 dataset: a structure of composition C39H52Cl4O5PZn in a non-equilibrium geometry (ωB97M-V/def2-TZVPD).

The geometry in XYZ format:
```
102
Properties=species:S:1:pos:R:3:nbo_charge:R:1
Zn 0.227 -0.027 1.655 1.72
Cl -4.068 2.662 6.055 0.00
C -2.918 2.451 4.774 -0.10
C -2.378 3.552 4.131 -0.14
Cl -2.839 5.155 4.602 0.00
C -1.449 3.360 3.090 -0.06
Cl -0.731 4.724 2.296 -0.01
C -1.053 2.091 2.673 0.20
O -0.197 1.877 1.683 -0.93
C -1.586 0.951 3.375 0.27
O -1.172 -0.246 3.021 -0.92
C -2.515 1.161 4.388 -0.13
Cl -3.159 -0.245 5.178 -0.01
C 3.786 -0.679 3.926 -0.62
C 3.121 0.257 2.929 0.13
C 3.849 1.588 2.829 -0.63
O 1.771 0.466 3.361 -0.76
C 3.124 -0.377 1.514 0.77
O 4.182 -0.843 1.095 -0.70
O 2.008 -0.344 0.868 -0.90
H 4.104 -0.128 4.816 0.20
H 4.649 -1.152 3.461 0.24
H 3.074 -1.449 4.235 0.22
H 3.848 2.090 3.800 0.20
H 3.363 2.237 2.091 0.22
H 4.877 1.414 2.515 0.23
H 1.564 1.410 3.300 0.50
C 0.610 5.007 -3.752 -0.59
C 1.297 4.541 -2.461 -0.25
C 1.030 5.534 -1.334 -0.60
C 0.863 3.127 -2.138 0.11
C -0.395 2.844 -1.627 -0.29
C -0.857 1.538 -1.509 0.13
C -2.279 1.310 -1.046 -0.27
C -3.288 1.690 -2.137 -0.59
C -2.586 2.045 0.262 -0.62
C -0.036 0.468 -1.891 -0.18
C 1.272 0.736 -2.338 0.14
C 1.688 2.058 -2.449 -0.30
C 2.229 -0.359 -2.790 -0.27
C 3.676 -0.077 -2.359 -0.60
C 2.194 -0.548 -4.312 -0.59
C -0.640 -0.884 -2.227 0.11
C -0.970 -0.957 -3.594 -0.24
C -1.436 -2.107 -4.203 -0.19
C -1.580 -3.255 -3.439 -0.25
C -1.291 -3.197 -2.090 -0.14
C -0.853 -2.032 -1.440 -0.41
P -0.607 -2.157 0.396 0.79
C 0.591 -3.618 0.642 -0.30
C 1.180 -3.425 2.056 -0.63
C 1.730 -3.516 -0.385 -0.63
C 0.022 -5.045 0.596 -0.62
C -2.290 -2.713 1.071 -0.29
C -2.998 -3.865 0.352 -0.63
C -3.222 -1.493 0.997 -0.63
C -2.092 -3.074 2.553 -0.65
H 0.960 6.004 -4.041 0.20
H -0.474 5.053 -3.606 0.20
H 0.812 4.316 -4.574 0.21
H 2.373 4.518 -2.647 0.20
H -0.043 5.723 -1.218 0.20
H 1.515 6.492 -1.549 0.20
H 1.407 5.161 -0.384 0.22
H -1.059 3.659 -1.347 0.21
H -2.385 0.248 -0.859 0.21
H -3.158 2.738 -2.430 0.20
H -4.313 1.562 -1.771 0.20
H -3.161 1.066 -3.026 0.20
H -2.703 3.121 0.096 0.19
H -1.790 1.899 0.996 0.26
H -3.522 1.673 0.691 0.20
H 2.686 2.261 -2.834 0.20
H 1.919 -1.289 -2.318 0.22
H 4.187 0.570 -3.082 0.18
H 4.235 -1.011 -2.279 0.21
H 3.702 0.408 -1.382 0.24
H 2.430 0.396 -4.814 0.20
H 1.217 -0.888 -4.659 0.21
H 2.939 -1.291 -4.612 0.20
H -0.820 -0.066 -4.194 0.22
H -1.657 -2.112 -5.265 0.21
H -1.918 -4.183 -3.886 0.21
H -1.434 -4.092 -1.508 0.20
H 1.859 -2.578 2.082 0.23
H 1.753 -4.317 2.332 0.20
H 0.410 -3.266 2.814 0.22
H 2.163 -2.516 -0.400 0.25
H 1.396 -3.775 -1.392 0.20
H 2.529 -4.210 -0.095 0.21
H -0.690 -5.233 1.402 0.21
H 0.865 -5.730 0.739 0.21
H -0.443 -5.312 -0.353 0.20
H -3.196 -3.627 -0.694 0.21
H -3.968 -4.017 0.841 0.21
H -2.452 -4.807 0.406 0.21
H -3.547 -1.316 -0.030 0.20
H -2.746 -0.594 1.398 0.25
H -4.116 -1.693 1.598 0.21
H -1.541 -4.008 2.687 0.19
H -3.079 -3.202 3.013 0.21
H -1.587 -2.267 3.091 0.28
```

Output
2S+1 ... 1
Maximum force ... 1.6 eV/Å
Molecular weight ... 839.02 g mol⁻¹
Gap between HOMO and LUMO ... 7.0 eV
E_tot ... -159327.3716 eV
Total charge ... -1
E_HOMO ... -4.6 eV

=====

> The lowest E_tot belongs to which entry?

C39H52Br3INO5PPr

=====

> Look up the 2S+1 of the second one.

3

=====

> Which formula does entry 2 have?

C39H52Br3INO5PPr